1.
Computed, not measured: 2 unconnected molecules or ions with the total composition C25H23F2N2O2, with ωB97M-V with the def2-TZVPD basis set.

Calculated values
E_HOMO: -0.3835 Ha
net charge: +1
E: -38798.636 eV
LUMO level: -6.011 eV
ΔE to the lowest compared entry with this formula, charge and spin: 0.000 eV

```
54
Properties=species:S:1:pos:R:3:lowdin_charge:R:1
F -3.10485 3.45096 2.94167 0.06
C -2.85605 2.09703 2.97033 -0.21
C -3.94654 1.23161 2.95414 0.06
C -3.67842 -0.14630 2.98431 -0.02
C -2.37445 -0.61310 3.02513 0.01
C -1.25116 0.27340 3.03439 -0.16
C 0.03652 -0.32494 3.05410 0.14
C 1.32697 0.26715 3.03454 -0.16
C 2.44590 -0.62456 3.01052 0.02
C 3.75192 -0.16485 2.97051 -0.02
C 4.02710 1.21248 2.95239 0.06
C 2.94079 2.08287 2.98323 -0.21
F 3.19598 3.43603 2.96362 0.06
C 1.61742 1.66695 3.03146 0.09
C -1.53476 1.67450 3.01147 0.09
H -4.96252 1.61601 2.92062 0.14
H -4.50617 -0.85615 2.97619 0.13
H -2.16124 -1.68525 3.05124 0.12
H 0.03463 -1.41979 3.08596 0.11
H 2.22688 -1.69452 3.01804 0.13
H 4.57607 -0.87843 2.95141 0.13
H 5.04476 1.59245 2.91782 0.14
H 0.82992 2.40687 3.06203 0.10
H -0.74307 2.41048 3.01848 0.10
C -1.64471 -5.05769 5.76740 -0.05
O -0.87724 -5.14315 4.53716 -0.10
C 0.41704 -5.53016 4.66847 -0.22
C 1.14457 -5.68903 3.48082 -0.07
N 0.56465 -5.33134 2.22928 -0.03
C -0.15406 -4.16598 2.01723 0.01
N -0.50616 -4.25410 0.69398 -0.19
C -1.27492 -3.27392 -0.01899 -0.06
C -0.00804 -5.41305 0.09385 -0.05
C 0.65505 -6.08192 1.05464 -0.04
C 2.46109 -6.17528 3.53694 -0.22
O 3.13174 -6.26183 2.36074 -0.10
C 4.52758 -6.64362 2.43390 -0.05
C 3.06082 -6.46894 4.77779 -0.03
C 2.32404 -6.29780 5.94286 -0.07
C 1.01016 -5.84315 5.90839 -0.03
H -2.63646 -4.73071 5.45777 0.09
H -1.70492 -6.03561 6.27074 0.10
H -1.20084 -4.32724 6.46175 0.09
H -1.48283 -2.42164 0.64482 0.07
H -0.72960 -2.92199 -0.90968 0.09
H -2.22892 -3.69797 -0.37311 0.10
H -0.16820 -5.64029 -0.94295 0.12
H 1.17882 -7.00946 1.02218 0.12
H 4.87637 -6.63176 1.40238 0.09
H 5.09642 -5.92561 3.04351 0.10
H 4.63903 -7.64957 2.86684 0.10
H 4.09498 -6.80893 4.82085 0.10
H 2.78612 -6.52858 6.90134 0.11
H 0.44036 -5.74505 6.83179 0.10
```


2.
Computed, not measured: 5 unconnected molecules or ions with the total composition C25H23F4NO2, with ωB97M-V with the def2-TZVPD basis set.

Calculated values
E_HOMO: -0.3398 Ha
E: -42748.797 eV
LUMO level: 0.287 eV

```
55
Properties=species:S:1:pos:R:3:lowdin_charge:R:1
C -1.80227 -7.96850 -17.02806 0.05
N -1.47820 -6.53318 -17.05620 -0.46
O -0.92171 -6.09733 -18.04006 0.07
O -1.77978 -5.90199 -16.09484 0.07
H -1.90771 -8.30698 -15.99185 0.10
H -0.91024 -8.41965 -17.51579 0.10
H -2.63337 -8.19613 -17.68950 0.10
F -5.16624 -7.10405 -20.69339 0.09
C -5.53624 -8.04203 -19.86120 -0.29
C -5.13708 -9.39955 -20.13137 -0.01
C -5.57687 -10.42010 -19.23715 -0.07
C -6.18496 -10.02651 -18.03260 -0.11
C -6.60232 -8.73502 -17.93466 -0.11
C -6.38958 -7.72094 -18.84151 0.00
H -4.68115 -9.64091 -21.07269 0.09
H -5.35996 -11.49473 -19.32198 0.11
H -6.56952 -10.74199 -17.31166 0.11
H -7.24614 -8.44782 -17.04992 0.13
H -6.69614 -6.74447 -18.65406 0.08
F 1.57115 -8.30716 -21.03497 0.08
C 0.46298 -8.91545 -20.65907 -0.28
C -0.68777 -8.55783 -21.33235 0.01
C -1.83688 -9.25563 -20.96367 -0.09
C -1.92073 -10.14809 -19.93418 -0.13
C -0.75991 -10.58198 -19.32626 -0.10
C 0.45939 -9.99833 -19.71121 0.00
H -0.74755 -7.83041 -22.11470 0.12
H -2.80339 -9.05072 -21.42211 0.09
H -2.82964 -10.69631 -19.66255 0.09
H -0.79572 -11.27439 -18.50325 0.10
H 1.35444 -10.29905 -19.19149 0.10
F -6.22183 -8.29558 -14.44991 0.02
C -5.63090 -7.29313 -13.72925 -0.28
C -6.46544 -6.73347 -12.77936 -0.02
C -5.93799 -5.61261 -12.12239 -0.08
C -4.62962 -5.21207 -12.38739 -0.09
C -3.83713 -5.87919 -13.32616 -0.09
C -4.34687 -6.91609 -14.01924 -0.05
H -7.54724 -7.07807 -12.62895 0.15
H -6.60825 -5.11872 -11.39028 0.11
H -4.19847 -4.37897 -11.89894 0.09
H -2.86331 -5.42360 -13.59745 0.12
H -3.78676 -7.45039 -14.80137 0.11
F -8.38931 -3.85039 -17.56660 0.06
C -7.10296 -4.12032 -17.87421 -0.30
C -6.31480 -4.59917 -16.87537 -0.02
C -4.95735 -4.88899 -17.06624 -0.06
C -4.43706 -4.72634 -18.32867 -0.09
C -5.32130 -4.34624 -19.32005 -0.10
C -6.65372 -3.98029 -19.16127 0.00
H -6.78068 -4.78142 -15.93730 0.11
H -4.33411 -5.23617 -16.26418 0.08
H -3.37111 -4.79380 -18.52723 0.10
H -4.88020 -4.20330 -20.31110 0.11
H -7.21362 -3.73237 -19.97737 0.09
```


3.
Computed, not measured: a molecular structure, C25H24AgBrI2N4O7P, with ωB97M-V with the def2-TZVPD basis set.

Calculated values
E_HOMO (spin up / spin down): -0.1294 / -0.1302 Ha
net charge: -1
E: -146138.703 eV
LUMO level (spin up / spin down): 0.054 / 0.054 eV
ΔE to the lowest compared entry with this formula, charge and spin: 0.575 eV

```
65
Properties=species:S:1:pos:R:3:lowdin_charge:R:1
Ag 1.73852 -0.23980 -1.64341 0.66
C -3.83441 3.84749 2.65052 -0.06
O -5.13548 3.20125 2.64750 -0.13
C -5.08231 1.88037 2.89376 -0.33
C -5.57973 0.99547 1.91800 -0.03
C -5.23760 -0.32223 1.97050 -0.04
C -4.41447 -0.78386 3.04020 -0.32
C -4.26018 0.01212 4.21825 -0.06
C -4.47378 1.34272 4.09712 -0.05
N -3.68826 -1.89337 2.95977 -0.01
N -3.60310 -2.45028 1.77390 0.05
C -2.36373 -2.68330 1.27495 -0.25
C -2.36435 -3.41416 0.04856 -0.01
C -1.28809 -3.26669 -0.81338 -0.06
C -0.26031 -2.33826 -0.62885 -0.41
O 0.53371 -2.09937 -1.58944 -0.15
C -0.22018 -1.66332 0.71391 -0.15
N 0.78428 -0.75881 0.87267 0.09
C 1.05100 -0.24770 2.07285 -0.13
C 0.16113 -0.50712 3.13989 -0.07
C -0.96373 -1.28264 2.95380 -0.01
C -1.18999 -1.95026 1.71892 -0.07
H -3.21072 3.35279 3.39162 0.07
H -3.97072 4.92246 2.93318 0.09
H -3.36313 3.78603 1.63532 0.10
H -6.22239 1.34793 1.06271 0.13
H -5.34990 -0.93709 1.14261 0.07
H -3.82589 -0.45206 5.15108 0.12
H -4.26376 1.98228 4.97161 0.12
H -3.26206 -3.97745 -0.16571 0.11
H -1.26415 -3.85218 -1.76713 0.12
H 1.91643 0.42358 2.19120 0.11
H 0.24508 0.08086 4.04974 0.09
H -1.70369 -1.39603 3.77119 0.10
Br -2.38517 0.19921 -1.70657 0.81
C -1.19058 1.55223 -2.31427 -0.69
C -1.85874 2.73660 -2.74880 -0.13
C -1.08000 3.84839 -3.03794 -0.06
C 0.31081 3.78250 -2.93056 -0.01
C 0.85777 2.56799 -2.63301 -0.20
N 0.14281 1.44848 -2.32690 0.06
C 2.33892 2.47702 -2.82333 -0.58
O 2.94131 3.49520 -3.15028 0.00
O 2.96815 1.29870 -2.64815 -0.24
H -2.91064 2.70599 -2.85204 0.07
H -1.57132 4.76987 -3.36925 0.11
H 1.05430 4.55229 -3.17026 0.12
I 1.94653 -2.39834 -6.05894 0.03
I 4.09861 -3.56041 -7.17941 -0.03
C 5.48419 -0.65606 1.09314 -0.08
O 4.18103 -0.31165 0.44221 -0.32
P 3.89077 -0.95688 -1.00013 0.64
O 3.72083 -2.49837 -0.66197 -0.32
C 3.57371 -3.43076 -1.79578 -0.08
O 5.22251 -0.96411 -1.87318 -0.34
C 5.90608 0.30387 -2.29562 -0.05
H 6.22417 -0.83399 0.33373 0.05
H 5.42803 -1.58247 1.67497 0.08
H 5.77033 0.18072 1.70490 0.07
H 3.72518 -4.39939 -1.32637 0.08
H 4.34455 -3.29780 -2.56448 0.08
H 2.58634 -3.36366 -2.19232 0.05
H 6.50263 0.69696 -1.48938 0.07
H 5.15792 1.01402 -2.67877 0.07
H 6.58498 -0.03553 -3.07861 0.08
```


4.
Computed, not measured: a molecular structure, C25H24BrIN3O3OsPS2, with ωB97M-V with the def2-TZVPD basis set.

Calculated values
E_HOMO (spin up / spin down): -0.3813 / -0.3809 Ha
net charge: +1
spin multiplicity: 2
E: -148495.666 eV
LUMO level (spin up / spin down): -3.760 / -3.836 eV
ΔE to the lowest compared entry with this formula, charge and spin: 0.000 eV

```
61
Properties=species:S:1:pos:R:3:mulliken_spin:R:1
Os 0.33530 0.49157 0.02177 0.92
Br -1.51411 -3.83648 5.81688 0.00
C -0.75680 -2.94325 4.32858 0.01
C 0.38967 -3.45740 3.71400 -0.01
C 0.90637 -2.80912 2.61752 0.02
C 0.32217 -1.64107 2.09924 0.01
O 0.86864 -1.08107 1.06398 0.01
C -0.85428 -1.11542 2.73368 -0.02
C -1.55186 0.03545 2.30244 0.00
N -1.25495 0.81310 1.28908 0.02
C -2.05362 1.90162 0.93012 0.00
C -3.19827 2.35508 1.57276 0.00
C -3.83892 3.51699 1.14117 0.00
C -3.37275 4.24474 0.07525 0.00
C -2.20369 3.83711 -0.59222 0.00
C -1.60825 4.56754 -1.64095 0.01
C -0.42443 4.12957 -2.17636 -0.01
C 0.15793 2.95581 -1.70333 0.01
N -0.39510 2.21896 -0.74463 -0.03
C -1.55514 2.65607 -0.16789 0.00
C -1.35527 -1.80557 3.86002 -0.01
H 0.86984 -4.34633 4.09710 0.00
H 1.78990 -3.18643 2.12010 0.00
H -2.43060 0.29594 2.88223 0.00
H -3.59581 1.83043 2.42885 0.00
H -4.71720 3.85930 1.67058 0.00
H -3.87139 5.14688 -0.25067 0.00
H -2.08425 5.47115 -1.99684 0.00
H 0.07139 4.68177 -2.96071 0.00
H 1.09223 2.59172 -2.10547 0.00
H -2.23577 -1.42370 4.36020 0.00
C -1.90477 -1.26312 -5.48100 0.00
C -0.97024 -2.13981 -4.67923 0.00
O -0.06064 -1.29959 -3.92286 0.00
P 0.14153 -1.46285 -2.37581 0.02
S 1.64685 -0.19082 -1.90075 0.05
S -1.52231 -1.14652 -1.29098 -0.02
O 0.61315 -2.97256 -2.28413 0.00
C 0.87791 -3.68036 -1.06045 0.00
C 1.21209 -5.11066 -1.42690 0.00
H -2.52912 -1.89022 -6.11626 0.00
H -1.33485 -0.58172 -6.11066 0.00
H -2.54657 -0.68151 -4.82030 0.00
H -0.35342 -2.75954 -5.32891 0.00
H -1.52362 -2.78697 -3.99588 0.00
H -0.00326 -3.62690 -0.41572 0.00
H 1.71717 -3.19888 -0.55140 0.00
H 0.35725 -5.59245 -1.89866 0.00
H 1.48245 -5.66596 -0.52962 0.00
H 2.05133 -5.13219 -2.12053 0.00
I 0.68819 3.48350 2.42001 0.00
C 2.46574 2.47414 1.93315 0.00
C 3.61997 2.82940 2.61151 0.00
C 4.78394 2.13764 2.31946 0.00
C 4.75115 1.14966 1.34815 0.00
C 3.55745 0.88766 0.70478 0.00
N 2.42030 1.52701 0.99995 0.00
H 3.60172 3.62138 3.34425 0.00
H 5.70095 2.37386 2.84113 0.00
H 5.63950 0.59655 1.08259 0.00
H 3.48921 0.14689 -0.08142 0.00
```


5.
Computed, not measured: a molecular structure, C25H24Cl4F3N2O2Ru, with ωB97M-V with the def2-TZVPD basis set.

Calculated values
E_HOMO (spin up / spin down): -0.2676 / -0.2676 Ha
spin multiplicity: 2
E: -94215.964 eV
LUMO level (spin up / spin down): -1.029 / -1.332 eV
ΔE to the lowest compared entry with this formula, charge and spin: 0.000 eV

```
61
Properties=species:S:1:pos:R:3:mulliken_spin:R:1
Ru 0.94590 1.39207 1.83342 1.00
Cl 6.63364 3.00390 5.04687 0.00
C 5.03931 2.44129 4.70288 0.00
C 4.23742 1.92280 5.71237 0.01
Cl 4.83090 1.83292 7.33119 0.00
C 2.94655 1.47273 5.42524 0.00
Cl 1.92712 0.81814 6.65846 0.00
C 2.44583 1.54012 4.13077 0.03
O 1.22601 1.14938 3.79532 -0.02
C 3.27262 2.04779 3.10878 -0.03
O 2.77167 2.04837 1.85426 0.09
C 4.54857 2.50088 3.39399 0.01
Cl 5.51303 3.12180 2.10415 0.00
C 1.83783 0.69899 -5.10401 0.00
C 0.43300 0.89976 -4.51861 0.00
C -0.18657 2.18222 -5.09226 0.00
C -0.44013 -0.28804 -4.92141 0.00
C 0.54576 1.04264 -3.00503 0.00
C 1.30461 2.07241 -2.45140 0.00
C 1.41201 2.19750 -1.08156 0.00
N 0.80715 1.35297 -0.24700 0.01
C 0.04875 0.36635 -0.74956 0.03
C -0.08863 0.18375 -2.11610 0.00
C -0.63262 -0.46848 0.26867 -0.01
C -1.50116 -1.50206 -0.01216 -0.01
C -2.08174 -2.24524 1.01649 0.02
C -1.74116 -1.90117 2.31985 -0.01
C -0.86990 -0.85271 2.54953 0.03
N -0.33712 -0.15146 1.54703 -0.08
C -3.04235 -3.37920 0.67942 0.00
C -2.30652 -4.41512 -0.18334 0.00
C -3.57145 -4.07412 1.93330 0.00
C -4.23120 -2.80445 -0.10446 0.00
H 1.77315 0.58550 -6.18749 0.00
H 2.30789 -0.19616 -4.69304 0.00
H 2.48793 1.54897 -4.89536 0.00
H -0.28715 2.09102 -6.17508 0.00
H 0.43180 3.05626 -4.88655 0.00
H -1.17679 2.36022 -4.66943 0.00
H -0.48725 -0.34656 -6.00924 0.00
H -1.46268 -0.18231 -4.55303 0.00
H -0.03073 -1.23295 -4.55784 0.00
H 1.82254 2.78386 -3.07908 0.00
H 2.00195 2.97528 -0.61562 0.00
H -0.69767 -0.62854 -2.48131 0.00
H -1.73278 -1.73329 -1.04197 0.00
H -2.14596 -2.43165 3.16781 0.00
H -0.56928 -0.53914 3.54190 -0.01
H -1.44353 -4.82239 0.34607 0.00
H -1.95772 -3.98711 -1.12406 0.00
H -2.98079 -5.23912 -0.42205 0.00
H -2.76626 -4.52097 2.51909 0.00
H -4.25001 -4.87550 1.63939 0.00
H -4.12840 -3.38666 2.57230 0.00
H -3.91557 -2.33977 -1.03943 0.00
H -4.76240 -2.05533 0.48486 0.00
H -4.93047 -3.60548 -0.34966 0.00
F -1.51318 2.51086 0.92920 0.01
C -0.43464 2.83319 1.71212 -0.06
F 0.10484 3.94994 1.14938 0.00
F -0.95398 3.22104 2.89302 0.01
```


6.
Computed, not measured: a molecular structure, C25H24F4IrN5SSi, with ωB97M-V with the def2-TZVPD basis set.

Calculated values
E_HOMO (spin up / spin down): -0.3746 / -0.4122 Ha
net charge: +1
spin multiplicity: 6
E: -66178.656 eV
LUMO level (spin up / spin down): -3.213 / -4.909 eV
ΔE to the lowest compared entry with this formula, charge and spin: 0.000 eV

```
61
Properties=species:S:1:pos:R:3:mulliken_spin:R:1
Ir 1.08112 -0.21386 0.23518 2.49
N 3.54199 -0.63061 3.89785 0.02
C 3.08714 -0.54418 2.64127 -0.04
S 1.61004 -1.40408 2.26698 0.40
N 3.81031 0.13180 1.78086 0.03
N 3.25262 0.17181 0.55300 0.07
C 3.95374 0.55242 -0.44599 0.06
C 3.33167 0.51950 -1.76618 0.06
C 4.00542 0.92402 -2.90849 0.01
C 3.36678 0.81825 -4.13349 0.01
C 2.07977 0.30709 -4.18131 0.01
C 1.47098 -0.07152 -2.99674 0.02
N 2.07856 0.03508 -1.81861 0.08
H 3.01850 -1.11990 4.59974 0.00
H 4.39430 -0.15632 4.14545 0.00
H 4.99018 0.84585 -0.31740 0.00
H 5.01278 1.30922 -2.82984 0.00
H 3.86974 1.12739 -5.03968 0.00
H 1.54982 0.19824 -5.11646 0.00
H 0.46702 -0.47296 -2.98029 0.00
C -2.46794 -1.53879 1.01059 0.01
Si -1.75268 -1.86324 -0.67550 -0.03
C -2.55442 -3.31540 -1.54190 0.01
C -1.95976 -0.42169 -1.83778 0.04
N 0.02681 -2.12099 -0.42159 0.64
C 0.59490 -3.32104 -0.25660 0.06
C -0.13089 -4.49509 0.11645 0.14
C 0.49754 -5.68821 0.35579 -0.06
C 1.88392 -5.80173 0.20616 0.21
C 2.63959 -4.69867 -0.17032 -0.08
C 2.00609 -3.50269 -0.37992 0.17
F 2.74006 -2.45783 -0.77677 0.03
H -3.54350 -1.36451 0.92819 0.00
H -2.01224 -0.65920 1.46737 0.01
H -2.31677 -2.38613 1.68267 0.00
H -3.38763 -2.92420 -2.13094 0.00
H -2.96088 -4.07791 -0.87842 0.00
H -1.86729 -3.80160 -2.23812 0.00
H -3.02257 -0.16073 -1.82886 0.00
H -1.72171 -0.71151 -2.86414 0.00
H -1.40144 0.47467 -1.57469 -0.01
H -1.19532 -4.41394 0.27038 0.01
H -0.08154 -6.54591 0.66850 0.00
H 2.37298 -6.74915 0.38546 0.01
H 3.71123 -4.75730 -0.30044 0.00
F -4.68824 7.21958 1.01809 0.00
C -4.22444 6.62953 2.13191 0.00
F -3.53086 7.56026 2.80864 0.00
F -5.28160 6.29130 2.88015 0.00
C -3.35768 5.44239 1.79860 0.05
C -2.28415 5.63085 0.93489 -0.03
C -1.46178 4.56831 0.61980 0.07
C -1.70897 3.30780 1.17708 -0.02
C -2.79024 3.12945 2.04359 0.06
C -3.61490 4.19757 2.35081 -0.02
C -0.85721 2.20926 0.87118 0.31
C -0.12332 1.25847 0.60506 0.23
H -2.09707 6.60885 0.51168 0.00
H -0.62266 4.70205 -0.04872 0.00
H -2.97418 2.15481 2.47456 0.00
H -4.45173 4.06508 3.02128 0.00
```